No. 1
Here is a molecular structure, C47H59Ge2IrN6OP from the Open Molecules 2025 dataset. Energies are from ωB97M-V/def2-TZVPD.

Geometry as XYZ:
```
117
Properties=species:S:1:pos:R:3:forces:R:3
Ir 0.265568 -0.106179 -0.341613 0.0 0.6 0.4
C -3.127829 -4.830689 -0.883173 0.0 0.0 0.0
C -2.013717 -4.729473 -1.706746 0.0 0.0 0.0
C -1.024727 -3.803879 -1.424177 0.0 0.0 0.1
C -1.153093 -2.954096 -0.328972 -0.2 0.0 0.0
C -2.237222 -3.091514 0.524643 0.0 0.1 0.0
C -3.227819 -4.021962 0.237859 0.0 0.0 0.0
N -0.074660 -2.055033 -0.028234 0.2 0.1 0.1
C 1.078592 -2.727028 0.369005 -0.1 0.0 0.1
C 1.117688 -4.059677 0.794746 0.0 -0.1 0.0
C 2.317793 -4.602957 1.215082 0.0 0.0 0.0
C 3.497127 -3.856375 1.211759 0.0 0.0 0.0
C 3.478398 -2.535768 0.798238 0.0 0.0 0.0
C 2.269752 -1.993196 0.394304 0.0 0.0 0.3
N 2.100213 -0.651516 0.015896 -0.2 -0.1 0.1
N 3.121663 0.080748 -0.064322 0.0 0.0 0.0
C 2.786010 1.379802 -0.370037 0.0 0.1 -0.1
C 3.819418 2.285710 -0.573983 0.0 0.0 0.0
C 3.510039 3.609277 -0.799272 0.0 0.0 0.0
C 2.173112 3.982563 -0.763040 0.0 0.0 0.0
C 1.202229 3.019921 -0.575002 -0.2 -0.2 0.0
N 1.469201 1.714092 -0.426126 -0.1 -0.1 -0.3
H -3.896888 -5.560131 -1.098096 0.0 0.0 0.0
H -1.910142 -5.381580 -2.563825 0.0 0.0 0.0
H -0.144854 -3.734098 -2.051580 0.0 -0.1 0.1
H -2.270883 -2.535937 1.446065 0.0 0.2 0.2
H -4.063044 -4.136887 0.916971 0.0 0.0 0.0
H 0.214268 -4.651472 0.820286 0.0 0.0 0.0
H 2.339451 -5.628314 1.559221 0.0 0.0 0.0
H 4.422513 -4.308775 1.539590 0.0 0.0 0.0
H 4.368837 -1.922708 0.795028 0.0 0.0 0.0
H 4.834728 1.919333 -0.524419 0.0 0.0 0.0
H 4.289185 4.341525 -0.960639 0.0 0.0 0.0
H 1.870817 5.014467 -0.875376 0.0 0.0 0.0
H 0.168216 3.301026 -0.523797 -0.2 -0.1 -0.1
C -0.567481 3.402168 4.411535 0.0 0.0 0.0
Ge -0.991868 3.050452 2.532402 0.1 -0.1 0.1
C -2.911303 2.866522 2.256485 0.0 0.1 0.0
C -0.507477 4.670974 1.531378 0.0 0.1 0.0
Ge 0.366176 0.980814 2.182424 -0.1 -0.6 -0.4
C 2.223346 1.415716 2.604889 0.0 0.1 0.1
C 2.624517 2.751964 2.556945 0.0 0.0 0.0
C 3.906913 3.131542 2.928609 0.0 0.0 0.0
C 4.814175 2.171486 3.353074 0.0 0.0 0.0
C 4.428755 0.838915 3.419526 0.0 0.0 0.0
C 3.142789 0.466723 3.056935 0.0 0.0 0.0
C -0.213642 -0.456011 3.386716 -0.1 0.2 0.1
C -1.288422 -0.204647 4.239477 -0.1 -0.1 -0.1
C -1.691307 -1.138915 5.186004 0.0 0.0 0.0
C -1.021509 -2.345502 5.294588 0.0 0.0 0.0
C 0.047672 -2.617212 4.449851 0.0 0.0 0.0
C 0.448288 -1.681202 3.510179 -0.1 0.0 0.0
H -1.026010 4.353995 4.685182 0.0 0.0 0.0
H 0.508614 3.481440 4.563810 0.0 0.0 0.0
H -0.953651 2.629979 5.073952 0.0 0.0 0.0
H -3.371461 3.789819 2.613907 0.0 0.0 0.0
H -3.333806 2.033376 2.810670 0.0 0.0 0.0
H -3.151985 2.760992 1.197403 0.0 0.0 0.0
H -1.069435 5.472056 2.016942 0.0 0.0 0.0
H -0.829657 4.648963 0.489965 0.0 0.0 0.1
H 0.547649 4.933861 1.581969 0.0 0.0 0.0
H 1.928524 3.516036 2.231272 0.0 0.0 0.0
H 4.193845 4.175053 2.899085 0.0 0.0 0.0
H 5.812924 2.462133 3.651087 0.0 0.0 0.0
H 5.127893 0.091597 3.772437 0.0 0.0 0.0
H 2.857501 -0.573696 3.145261 0.0 0.0 0.0
H -1.851254 0.715649 4.160230 0.0 0.0 0.0
H -2.533047 -0.919183 5.828770 0.0 0.0 0.0
H -1.327008 -3.073422 6.034584 0.0 0.0 0.0
H 0.577957 -3.557997 4.531343 0.0 0.0 0.0
H 1.291791 -1.917822 2.881468 0.1 0.0 -0.1
N -5.888129 -0.824593 2.092431 0.0 0.1 0.0
C -4.698089 -0.190590 2.177282 0.0 -0.1 -0.1
O -4.184818 0.118287 3.232421 0.1 -0.1 0.1
C -4.016195 0.100519 0.863730 0.1 -0.1 0.0
C -4.720862 0.341201 -0.301835 0.0 0.0 0.0
C -4.007066 0.562223 -1.464881 0.0 0.0 0.0
C -2.632725 0.511774 -1.416751 0.0 -0.1 -0.2
N -1.920449 0.298889 -0.298213 0.1 0.0 0.0
C -2.624192 0.122501 0.830661 -0.1 -0.3 -0.1
H -6.385229 -1.012676 2.948319 0.0 0.0 0.0
H -6.276758 -1.155014 1.228400 0.0 0.0 0.0
H -5.803054 0.369251 -0.308214 0.0 0.0 0.0
H -4.500279 0.758205 -2.406449 0.0 0.0 0.0
H -2.065604 0.657725 -2.315706 -0.2 -0.2 0.1
H -2.076166 -0.060236 1.744108 0.0 0.0 0.0
C -1.721184 -1.895281 -3.699187 0.0 0.1 -0.1
C -0.979573 -0.645899 -4.165128 0.0 -0.2 0.1
C -0.480956 -0.920477 -5.593621 0.1 0.0 0.0
P 0.346990 -0.005609 -2.984550 0.1 -0.4 -0.2
C 1.893602 -0.868939 -3.597209 0.0 0.0 -0.1
C 2.452582 -1.927274 -2.648408 0.0 0.0 -0.1
C 3.024858 0.055359 -4.049193 0.0 0.0 0.2
C 0.361976 1.772975 -3.537090 0.1 0.0 -0.1
C -0.876235 2.491217 -2.982234 0.2 0.3 0.0
C 0.380707 2.095711 -5.039036 0.0 0.0 0.0
H -2.497010 -2.144027 -4.426351 0.0 0.0 0.0
H -2.188186 -1.805311 -2.722859 0.0 0.1 0.1
H -1.037788 -2.742261 -3.662264 0.0 0.1 -0.1
H -1.678608 0.194645 -4.229156 0.0 -0.1 0.0
H -0.069429 -1.927211 -5.672600 0.0 0.0 0.0
H 0.261710 -0.218835 -5.963468 0.0 -0.1 0.0
H -1.338951 -0.880994 -6.267012 0.0 0.0 0.0
H 1.528793 -1.415909 -4.462769 0.0 0.1 -0.2
H 3.048884 -1.486412 -1.850705 0.0 -0.1 -0.3
H 3.119611 -2.577026 -3.217300 0.0 0.0 0.0
H 1.676431 -2.557064 -2.209774 0.0 0.1 0.0
H 3.394816 0.664875 -3.219820 0.0 0.0 0.0
H 2.751594 0.715328 -4.863962 0.0 0.0 0.0
H 3.859804 -0.556354 -4.394189 0.0 0.0 0.0
H 1.279544 2.184671 -3.107102 -0.1 0.1 0.1
H -1.751292 2.245024 -3.588708 0.0 0.1 0.0
H -0.741141 3.570535 -3.069310 0.0 0.0 0.0
H -1.116540 2.247961 -1.952039 0.2 0.2 0.1
H -0.508894 1.722304 -5.545501 0.0 0.0 0.0
H 1.255707 1.738337 -5.570786 0.0 -0.1 0.0
H 0.368848 3.182641 -5.140587 0.0 0.0 0.0
```
Forces are in eV/Å.

total energy	-6829.236328	Eh
strongest force on any atom	0.7	eV Å⁻¹
energy relative to the best compared isomer or geometry (same formula, charge and spin)	0.0139	eV
LUMO (spin up / spin down)	-6.51 / -7.35	eV
spin multiplicity	2
HOMO (spin up / spin down)	-0.46627 / -0.46657	Eh
molecular weight	1092.4	g mol⁻¹
charge	+2
HOMO-LUMO gap (spin up / spin down)	6.180 / 5.345	eV

No. 2
Here is C4H7NO in the gas phase in a non-equilibrium geometry from the Open Molecules 2025 dataset. Energies are from ωB97M-V/def2-TZVPD.

Geometry as XYZ:
```
13
Properties=species:S:1:pos:R:3:forces:R:3
N -2.378944 1.846546 -0.267371 0.1 -0.2 0.0
C -1.877363 0.841458 -0.023634 -0.4 0.9 -0.2
C -1.217960 -0.410994 0.255268 0.0 -0.4 0.3
C 0.051422 -0.591221 -0.566506 0.6 -1.5 -0.4
C 1.172710 0.312976 -0.199826 0.4 0.0 0.9
O 1.580352 -0.205001 1.097533 0.5 1.2 -0.7
H -0.998791 -0.434813 1.323734 0.1 -0.1 0.0
H -1.941106 -1.206655 0.065987 0.1 -0.1 -0.1
H 0.511852 -1.595705 -0.320505 -0.9 0.7 -0.5
H -0.149222 -0.534016 -1.635282 -0.2 -0.1 0.0
H 2.026898 0.243832 -0.892034 -0.4 -0.1 0.0
H 0.886555 1.368838 -0.120796 -0.1 -0.1 0.0
H 2.333602 0.364756 1.283429 0.1 -0.3 0.7
```
Forces are in eV/Å.

total energy	-286.587075	Eh
strongest force on any atom	1.7	eV Å⁻¹
energy relative to the best compared isomer or geometry (same formula, charge and spin)	1.2129	eV
SMILES string	N#CCCCO
LUMO	0.77	eV
spin multiplicity	1
HOMO	-0.39892	Eh
molecular weight	85.1	g mol⁻¹
HOMO-LUMO gap	11.624	eV

No. 3
Here is 3 unconnected molecules or ions with the total composition C4H10N4 in a non-equilibrium geometry from the Open Molecules 2025 dataset. Energies are from ωB97M-V/def2-TZVPD.

Geometry as XYZ:
```
18
Properties=species:S:1:pos:R:3:forces:R:3
C 0.043137 0.445240 -2.045093 -0.1 -0.1 0.0
C -0.869373 0.669937 -0.874020 -0.2 -0.4 0.1
C 0.230300 -1.801058 1.306975 -1.1 1.6 1.7
N 1.026488 -1.596174 0.386618 2.1 2.0 -0.7
N -2.131569 0.541268 -0.860912 -0.1 -0.1 0.1
H -2.492655 0.198988 -1.748750 0.1 0.2 -0.1
H 0.772477 1.249939 -2.111209 0.0 0.0 0.0
H 0.595034 -0.482051 -1.900547 0.1 0.0 0.0
H -0.533805 0.377773 -2.966556 0.0 0.0 0.0
H -0.224780 -2.773713 1.496592 0.1 -0.1 -0.5
H -0.134984 -0.963941 1.969314 0.5 -1.1 -0.3
N 1.956312 0.084110 0.277929 -0.3 -3.3 -0.7
C -0.764060 0.966218 1.447120 0.0 0.1 -1.4
N -0.217874 1.114533 0.303183 -0.8 1.4 1.1
H 2.034455 0.710226 1.078448 -0.8 -0.5 0.5
H 2.710888 -0.590125 0.361171 0.6 0.3 -0.1
H -0.306543 1.439992 2.308398 0.1 0.0 0.1
H -1.693446 0.408840 1.571339 -0.1 0.0 0.1
```
Forces are in eV/Å.

total energy	-377.248984	Eh
strongest force on any atom	3.4	eV Å⁻¹
energy relative to the best compared isomer or geometry (same formula, charge and spin)	5.3831	eV
LUMO (spin up / spin down)	0.20 / 0.20	eV
spin multiplicity	1
HOMO (spin up / spin down)	-0.34597 / -0.34603	Eh
molecular weight	114.2	g mol⁻¹
HOMO-LUMO gap (spin up / spin down)	9.614 / 9.615	eV

No. 4
Here is 2 unconnected molecules or ions with the total composition C5H7NO2 in a non-equilibrium geometry from the Open Molecules 2025 dataset. Energies are from ωB97M-V/def2-TZVPD.

Geometry as XYZ:
```
15
Properties=species:S:1:pos:R:3:forces:R:3
C -2.915185 -0.222203 -0.266380 -1.5 2.1 -2.1
C -0.601220 1.037752 0.391812 -2.1 -1.6 2.6
C 0.589619 0.433356 0.686620 -0.5 0.9 -3.1
C 0.852775 -0.516041 -0.271007 0.7 -2.7 -1.8
C -0.372267 -0.824503 -0.944168 0.4 2.2 2.5
H -3.416397 -0.829892 0.557805 2.0 -0.5 -1.0
H -3.501272 -0.477255 -1.403841 2.4 0.5 3.5
H -3.497970 0.716824 0.066196 1.6 -0.6 -1.0
H -0.984590 1.656449 1.216978 -0.8 0.1 -1.1
H 2.469833 0.574280 0.960039 -2.2 0.9 0.7
H 2.055431 -1.894665 -1.558591 1.4 3.5 3.9
H -0.755751 -1.552910 -1.609977 0.2 -0.6 -0.5
N -1.325247 0.129362 -0.414310 -1.4 -1.6 -0.2
O 1.583195 0.996094 1.266176 4.9 1.0 2.3
O 2.364943 -0.814661 -0.379887 -5.2 -3.7 -4.4
```
Forces are in eV/Å.

total energy	-399.669488	Eh
strongest force on any atom	7.8	eV Å⁻¹
energy relative to the best compared isomer or geometry (same formula, charge and spin)	8.0566	eV
LUMO	-1.56	eV
spin multiplicity	1
HOMO	-0.28953	Eh
molecular weight	113.1	g mol⁻¹
HOMO-LUMO gap	6.320	eV

No. 5
Here is 2 unconnected molecules or ions with the total composition C2H8N3O2 in a non-equilibrium geometry from the Open Molecules 2025 dataset. Energies are from ωB97M-V/def2-TZVPD.

Geometry as XYZ:
```
15
Properties=species:S:1:pos:R:3:forces:R:3
N -1.029722 -1.377232 -0.725706 -0.5 0.5 -0.8
C -0.602224 -1.930317 0.532460 0.1 -0.4 0.1
N 0.771694 -1.758061 0.962245 0.4 0.4 0.5
H -0.782439 -0.380856 -0.914199 0.1 -0.9 0.3
H -0.809208 -1.936308 -1.553784 0.2 0.2 0.7
H -1.211394 -1.544392 1.363141 0.0 0.2 -0.4
H -0.796143 -3.002477 0.523907 -0.2 -0.2 -0.1
H 1.462029 -2.192306 0.370523 -0.2 -0.2 -0.4
H 0.955812 -0.755541 0.941618 0.0 0.1 0.1
N 0.258986 3.204510 -0.178754 0.8 1.8 0.7
C 0.252714 1.801353 -0.299819 -0.2 -0.9 -0.5
O 0.009321 1.339258 -1.464953 0.3 0.4 1.3
O 0.444185 1.168200 0.784442 -0.1 0.5 -1.0
H 0.740603 3.560413 0.681971 -0.8 -0.6 -1.5
H 0.335785 3.803755 -1.023092 0.0 -1.1 1.0
```
Forces are in eV/Å.

total energy	-395.838435	Eh
strongest force on any atom	2.0	eV Å⁻¹
energy relative to the best compared isomer or geometry (same formula, charge and spin)	0.2239	eV
LUMO	4.36	eV
spin multiplicity	1
HOMO	-0.16048	Eh
molecular weight	106.1	g mol⁻¹
charge	-1
HOMO-LUMO gap	8.730	eV

No. 6
Here is a molecular structure, C11H8Cl2MoN3O2S3 from the Open Molecules 2025 dataset. Energies are from ωB97M-V/def2-TZVPD.

Geometry as XYZ:
```
30
Properties=species:S:1:pos:R:3:forces:R:3
Mo -0.315510 1.437869 -0.374211 0.1 0.0 0.1
Cl -1.315704 1.631247 4.410488 0.0 0.0 0.0
C -0.731378 0.247028 3.591131 0.0 0.1 0.0
C -0.495473 -0.947107 4.307395 0.0 0.0 0.1
C -0.034000 -2.066025 3.680116 0.0 0.0 0.1
Cl 0.245039 -3.502886 4.588644 0.0 0.0 0.0
C 0.223102 -2.062006 2.283433 0.0 0.0 -0.1
C 0.701045 -3.146972 1.524617 0.0 0.0 0.0
C 0.903025 -2.989883 0.178174 0.0 -0.1 0.0
C 0.632365 -1.755330 -0.423682 0.0 0.1 0.0
N 0.183534 -0.717326 0.255344 0.0 -0.1 -0.1
C -0.017344 -0.862438 1.595323 0.0 0.0 -0.1
C -0.489573 0.291250 2.248580 0.0 -0.1 0.0
O -0.681603 1.380686 1.470275 0.0 0.0 -0.3
H -0.687298 -0.959413 5.371242 0.0 0.0 0.0
H 0.906204 -4.090562 2.011865 0.0 0.0 0.0
H 1.271599 -3.803846 -0.429260 0.0 0.0 0.0
H 0.787822 -1.611991 -1.485426 0.0 0.0 0.0
S 1.918788 5.171162 -1.470431 0.0 0.0 0.0
C 1.112310 3.875394 -1.016638 0.0 -0.1 0.1
S -0.653110 3.643902 -0.837193 0.0 0.0 0.0
S 1.765854 2.229940 -0.643040 0.0 0.1 0.0
N 0.245507 1.829760 -3.834959 0.1 0.1 0.0
C -0.673849 0.976606 -3.414983 0.0 0.1 -0.1
N -1.508807 0.399549 -4.275170 0.0 0.0 0.1
O -0.775886 0.668330 -2.178735 0.0 -0.2 0.3
H 0.329959 2.095801 -4.801030 0.0 0.0 0.0
H 0.883276 2.231886 -3.162477 0.0 0.0 0.0
H -1.506156 0.612954 -5.257260 0.0 0.0 0.0
H -2.223737 -0.207581 -3.912130 0.0 0.0 0.0
```
Forces are in eV/Å.

total energy	-2921.768924	Eh
strongest force on any atom	0.4	eV Å⁻¹
energy relative to the best compared isomer or geometry (same formula, charge and spin)	0.0000	eV
LUMO (spin up / spin down)	-4.43 / -4.32	eV
spin multiplicity	1
HOMO (spin up / spin down)	-0.42345 / -0.42086	Eh
molecular weight	477.3	g mol⁻¹
charge	+1
HOMO-LUMO gap (spin up / spin down)	7.096 / 7.128	eV